No. 1
Formula: C7H29BaO8
Source: OMol25
Level of theory: wB97M-V/def2-TZVPD

Structure (XYZ):
```
45
Properties=species:S:1:pos:R:3:forces:R:3
Ba 0.017 -2.553 -1.252 0.7 1.2 0.6
O -0.040 -0.174 0.013 -0.7 -0.6 -1.1
H -0.920 0.237 -0.087 0.5 -0.5 -0.3
C 2.720 2.073 0.280 -0.2 -1.2 0.6
O 2.231 0.966 1.077 0.7 0.9 0.6
H 1.901 2.693 -0.085 0.0 -0.2 -0.4
H 3.355 2.741 0.861 0.0 -0.4 0.3
H 3.327 1.560 -0.466 0.1 0.8 -0.7
H 1.489 0.566 0.618 -0.5 0.2 -0.2
C -1.026 1.142 3.118 -0.6 -0.2 0.9
O -1.071 1.557 1.782 -0.4 1.3 -0.1
H -0.033 0.977 3.534 0.3 -0.6 -0.5
H -1.396 1.874 3.836 -0.4 0.6 -0.6
H -1.736 0.319 3.200 0.4 -0.6 0.6
H -0.650 0.897 1.226 0.7 -0.1 0.5
C -4.664 0.639 1.029 -0.2 -1.2 0.4
O -3.917 1.796 0.911 -0.3 1.2 -0.7
H -5.724 0.689 0.782 0.0 1.0 -0.1
H -4.291 -0.121 0.343 0.2 -0.6 0.1
H -4.642 0.309 2.068 0.0 -0.5 0.1
H -3.025 1.613 1.215 0.4 0.2 0.2
C 3.391 -1.620 -0.499 -0.8 1.5 1.5
O 2.947 -2.711 -1.287 0.2 -0.3 -0.5
H 2.714 -0.781 -0.653 0.0 0.1 -0.3
H 3.276 -1.828 0.565 0.1 -0.4 0.0
H 4.387 -1.193 -0.621 0.2 -0.7 -0.6
H 3.701 -3.019 -1.795 -0.1 -0.3 -0.2
C -2.612 -0.094 -2.619 -0.4 1.5 -0.3
O -1.959 -1.328 -2.725 0.7 -1.6 0.2
H -3.697 -0.192 -2.660 0.0 -0.1 0.2
H -2.295 0.408 -1.705 -0.2 -0.1 0.0
H -2.319 0.544 -3.452 0.0 0.1 0.1
H -1.788 -1.512 -3.652 -0.2 0.1 -0.2
C 1.045 -2.161 2.839 1.0 -0.3 0.6
O 0.624 -2.213 1.481 -0.4 -1.4 0.0
H 0.498 -1.499 3.509 -0.3 0.3 -0.6
H 1.003 -3.135 3.326 -0.2 -0.2 -0.5
H 2.097 -1.873 2.846 0.0 0.2 0.2
H 0.491 -1.328 1.134 -0.4 1.2 0.1
C 1.217 1.133 -3.308 0.0 0.0 0.2
O 0.831 -0.057 -2.572 0.2 0.2 -1.0
H 0.512 1.944 -3.125 -0.2 -0.1 0.1
H 2.188 1.475 -2.949 0.1 -0.1 -0.2
H 1.233 0.959 -4.384 0.1 -0.3 0.2
H 0.612 0.282 -1.700 -0.3 -0.1 1.0
```
Forces are in eV/Å.

Total charge   +1
Frontier orbital gap   8.267 eV
Multiplicity   1
Electronic energy   -911.24707 Ha
Relative energy (zero: lowest compared OMol25 entry of this formula, charge and spin)   190.21 kJ/mol

***

No. 2
Formula: C7H29NO7
Source: OMol25
Level of theory: wB97M-V/def2-TZVPD

Structure (XYZ):
```
44
Properties=species:S:1:pos:R:3:forces:R:3
C -2.117 -0.321 -2.901 1.4 0.2 -1.8
C -1.661 -1.465 -2.406 -2.2 -0.8 1.4
C -0.498 -1.893 -1.557 0.8 1.3 -1.9
C 0.718 -0.939 -1.712 -0.2 -0.2 1.8
C 0.704 0.086 -0.527 -0.3 -0.8 -1.6
N 1.987 0.746 -0.242 -0.6 -0.4 -0.2
C 2.533 1.262 -1.488 0.3 0.8 -0.2
C 1.742 1.786 0.725 1.0 1.4 1.5
H -3.100 -0.215 -3.335 -0.2 -0.4 0.2
H -1.441 0.436 -3.308 0.0 0.4 0.9
H -2.451 -2.225 -2.321 0.1 0.1 0.0
H -0.858 -1.906 -0.533 0.1 -0.4 0.2
H -0.224 -2.890 -1.899 0.0 -0.2 0.4
H 0.636 -0.404 -2.652 0.4 -0.2 -0.2
H 1.618 -1.548 -1.606 0.2 0.2 -0.5
H -0.056 0.819 -0.834 -0.1 0.2 0.5
H 0.366 -0.506 0.318 0.1 0.4 0.5
H 3.302 2.024 -1.341 0.0 -0.2 0.5
H 3.002 0.489 -2.092 -0.3 -0.2 0.0
H 1.748 1.781 -2.058 0.0 -0.2 -0.2
H 1.362 2.777 0.435 -0.4 -0.4 -1.0
H 1.085 1.484 1.537 -0.1 -0.5 -0.1
H 2.674 2.099 1.220 0.1 -0.4 -0.1
O 1.376 -1.159 2.909 0.1 0.1 -0.1
H 1.727 -1.044 3.795 0.1 0.0 0.1
H 2.151 -1.149 2.288 0.1 -0.1 0.3
O 3.352 -1.495 1.095 -0.1 0.2 0.5
H 2.895 -0.763 0.630 0.1 0.2 -0.6
H 2.843 -2.298 0.930 -0.2 -0.2 -0.3
O -2.668 1.940 1.854 0.8 -0.3 0.4
H -3.168 2.111 2.656 -0.3 0.2 -0.1
H -1.885 1.463 2.220 -0.5 0.0 -0.4
O -4.349 1.116 -0.658 0.6 0.0 0.2
H -3.961 0.635 0.092 -0.3 0.3 -0.2
H -3.589 1.665 -0.937 -0.4 -0.3 0.1
O 1.079 -3.374 1.369 0.1 -0.6 0.0
H 1.339 -4.218 1.780 -0.2 0.5 -0.2
H 0.878 -2.769 2.102 0.2 -0.1 0.0
O -1.851 2.778 -0.927 0.4 -0.7 -0.7
H -1.934 2.763 0.034 -0.5 0.6 0.1
H -2.268 3.529 -1.359 0.0 0.2 0.7
O -1.075 -0.027 2.967 -0.3 -0.3 0.0
H -0.213 -0.453 2.787 -0.1 0.1 0.1
H -1.750 -0.726 2.946 0.4 0.3 0.0
```
Forces are in eV/Å.

Total charge   0
Frontier orbital gap   9.263 eV
Multiplicity   1
SMILES string   C=CCCCN(C)C.O.O.O.O.O.O.O
Electronic energy   -865.49981 Ha
Relative energy (zero: lowest compared OMol25 entry of this formula, charge and spin)   130.16 kJ/mol

***

No. 3
Formula: C7H2IN3OS
Source: OMol25
Level of theory: wB97M-V/def2-TZVPD

Structure (XYZ):
```
15
Properties=species:S:1:pos:R:3:forces:R:3
N 3.886 0.200 0.304 0.3 0.8 -0.2
C 3.134 1.023 0.002 -2.7 0.1 -0.4
O 1.981 1.690 -0.307 1.7 -1.4 0.7
C 0.843 0.851 -0.190 -2.0 -2.4 0.2
C 0.934 -0.594 -0.276 -1.7 1.3 0.3
C -0.325 -1.423 -0.098 0.6 1.5 -0.1
N -0.387 -2.812 -0.117 -2.8 3.6 0.5
S -2.044 -3.050 0.136 0.5 1.0 -0.2
N -2.722 -1.519 0.242 3.9 -0.4 -0.3
C -1.619 -0.675 0.119 -0.5 -0.3 -0.1
C -1.737 0.834 0.175 3.7 -0.4 -0.6
C -0.482 1.591 0.032 -1.6 -2.7 0.1
I -0.604 3.728 0.139 0.3 -1.2 -0.1
H 1.876 -1.171 -0.466 -0.9 1.0 0.3
H -2.732 1.327 0.306 1.2 -0.6 -0.1
```
Forces are in eV/Å.

Total charge   0
Frontier orbital gap   7.823 eV
Multiplicity   1
Electronic energy   -1203.22315 Ha